13
Properties=species:S:1:pos:R:3:lowdin_charge:R:1 method="wB97M-V/def2-TZVPD" e_tot_ev=-74317.4255 e_lumo_ev="0.8 / 0.1" multiplicity=2 relative_energy_kj_mol=75.36
Br 1.0502 -1.1263 -3.8389 0.308
C 1.9707 -0.1586 1.0173 0.008
C 0.6159 0.1115 1.2324 -0.234
C -0.3276 0.7316 0.4166 -0.164
C -1.7567 0.2802 0.4175 -0.121
H -1.6897 -0.8156 0.3344 0.077
H 2.4274 -1.1085 1.3377 0.053
H -2.3684 0.5123 1.3037 0.077
H -0.2778 -1.0272 -4.2667 -0.313
H 2.5879 0.5689 0.4907 0.047
H -2.2953 0.7187 -0.4296 0.068
H 0.1537 -0.2890 2.1539 0.105
H -0.0904 1.6020 -0.1690 0.090